Entry 1:
46
Properties=species:S:1:pos:R:3 method="wB97M-V/def2-TZVPD" fmax_ev_per_a=0.691 total_charge=+1 gap_ev=8.15 e_tot_ha=-1474.0251 homo_ha=-0.4403
C -0.22268 -1.44694 3.03226
C -0.86650 -0.13771 2.66450
O -1.72830 0.41449 3.24120
O -0.45015 0.42685 1.42715
C 0.91314 0.60389 1.14194
P 1.05399 0.74543 -0.65564
O 0.90661 -0.57709 -1.46058
C -0.41084 -1.10857 -1.92597
C -0.98972 -2.06989 -0.91805
C 0.00295 -3.17051 -0.54729
C -2.31576 -2.61956 -1.50006
C -3.55718 -2.14507 -0.73458
C -3.69447 -0.62247 -0.75329
C -3.58139 -2.68219 0.69772
P 2.97852 1.78109 -1.04266
N 2.90006 3.31850 -0.91315
H -0.53919 -1.70745 4.03788
H -0.57329 -2.20915 2.33398
H 0.86501 -1.42826 2.99294
H 1.29847 1.55655 1.53954
H 1.56785 -0.20243 1.48879
H 0.03738 1.63688 -1.02463
H -0.18287 -1.58237 -2.87801
H -1.06253 -0.24729 -2.09685
H -1.22725 -1.49000 -0.02058
H 0.82683 -2.80015 0.06732
H -0.50547 -3.95775 0.01115
H 0.43910 -3.62862 -1.43911
H -2.42544 -2.33978 -2.55425
H -2.27219 -3.71106 -1.48114
H -4.42819 -2.54515 -1.26176
H -2.92861 -0.13718 -0.13620
H -4.66125 -0.32008 -0.34910
H -3.62562 -0.22255 -1.76879
H -4.58962 -2.64699 1.11034
H -2.95139 -2.07964 1.36137
H -3.24239 -3.71958 0.74605
H 3.78290 1.08783 -0.11996
H 3.37711 1.19576 -2.25615
H 1.98633 3.74753 -0.83157
C 5.23935 6.35324 0.35001
O 4.71164 5.88684 -0.88028
H 6.10383 6.96880 0.11155
H 4.52340 6.96903 0.90163
H 5.57054 5.53235 0.99380
H 3.94726 5.33044 -0.70144

=====

Entry 2:
20
Properties=species:S:1:pos:R:3 method="wB97M-V/def2-TZVPD" fmax_ev_per_a=4.409 total_charge=+1 gap_ev="8.89 / 8.89" e_tot_ha=-361.5267 homo_ha="-0.4550 / -0.4550"
C -0.93123 -2.07528 0.93266
C -0.20582 -1.09681 0.49426
C -0.52007 2.35435 -0.81960
C 1.25161 0.59728 0.65027
C -0.99610 0.93435 -0.30389
N 1.17518 -2.74840 -1.07939
N 1.18094 -1.59274 -0.96602
N -0.14409 0.27523 0.79526
H -1.78569 -1.86712 1.59096
H -0.85094 -3.13846 0.80604
H -0.08214 2.98794 -0.03835
H 0.23311 2.19581 -1.59014
H -1.46550 2.78119 -1.38086
H 1.36411 1.72660 0.55634
H 1.76164 0.26163 1.59655
H 1.79821 0.05696 -0.17728
H -1.02068 0.29477 -1.15928
H -2.06605 1.00552 0.01516
H 1.61158 -3.45747 -1.67591
H -0.30807 0.50467 1.75321

=====

Entry 3:
10
Properties=species:S:1:pos:R:3 method="wB97M-V/def2-TZVPD" fmax_ev_per_a=4.207 total_charge=0 gap_ev="8.14 / 7.71" e_tot_ha=-7913.2234 homo_ha="-0.3169 / -0.3033"
C 1.70241 0.09919 -1.10018
C 0.79026 0.79734 -0.45876
C -1.13995 -0.67433 0.50342
O -1.09150 -0.51322 1.82191
Br 0.39212 2.53663 0.21734
Br -2.78050 0.19942 -0.17293
Br -0.87590 -2.33754 -0.01470
H 2.71545 0.37918 -1.45345
H 1.46976 -0.90755 -1.47496
H -1.18215 0.42087 2.13229

=====

Entry 4:
94
Properties=species:S:1:pos:R:3 method="wB97M-V/def2-TZVPD" fmax_ev_per_a=1.546 total_charge=+3 gap_ev=6.73 e_tot_ha=-7064.2445 homo_ha=-0.5819
Rh -0.93189 0.73657 0.35648
O -3.74196 0.54645 -0.59802
C -4.22108 -0.02793 0.61247
C -3.38932 -1.20708 1.04331
C -4.00099 -2.35994 1.50643
C -3.23219 -3.47951 1.78356
C -1.86866 -3.41277 1.55936
C -1.32840 -2.22369 1.10709
N -2.05671 -1.12286 0.88261
H -3.90795 -0.06074 -1.33038
H -5.26396 -0.33229 0.51263
H -4.18897 0.76370 1.36322
H -5.07691 -2.38600 1.61672
H -3.69643 -4.38935 2.13982
H -1.21744 -4.25972 1.72700
H -0.26527 -2.13211 0.96845
C 1.29452 2.97022 -1.71847
As 0.91655 2.19353 0.02623
C 2.62704 1.56942 0.67140
C 0.47117 3.77523 1.04703
C 1.38811 4.63872 1.62552
C 0.92890 5.77718 2.27968
C -0.42922 6.05326 2.35088
C -1.35536 5.20070 1.76013
C -0.90175 4.06344 1.10584
As -2.04854 2.80259 0.16739
C -3.87018 3.20504 0.72076
C -2.16990 3.26403 -1.70386
H 2.37699 3.02242 -1.82750
H 0.88201 3.97669 -1.74328
H 0.88186 2.35865 -2.51479
H 3.36753 2.25632 0.26240
H 2.82715 0.55979 0.32004
H 2.64362 1.59698 1.75775
H 2.45304 4.44631 1.57581
H 1.63756 6.45743 2.73294
H -0.77081 6.94228 2.86366
H -2.41047 5.44001 1.81692
H -4.01098 4.24979 0.43861
H -4.09918 3.10640 1.77840
H -4.54041 2.57549 0.14472
H -2.16288 4.35135 -1.78392
H -3.10735 2.86912 -2.09139
H -1.34454 2.83544 -2.26330
C -0.67518 1.47352 6.03170
N -0.47219 1.01707 4.66246
C 0.61477 0.15008 4.25894
C 0.40387 0.08596 2.76654
O 1.06039 -0.54578 1.96380
N -0.67623 0.87481 2.42480
C -1.15328 1.39841 3.58620
N -2.20712 2.19571 3.66818
H -0.29757 0.70857 6.70569
H -1.73637 1.58753 6.24765
H -0.15081 2.41073 6.21852
H 0.53071 -0.84533 4.70040
H 1.59707 0.56103 4.50168
H -2.71721 2.44310 2.84255
H -2.53291 2.54793 4.55236
S -0.37028 -0.05639 -1.84471
Sb 1.09564 -1.88729 -2.13429
C 3.02823 -1.09704 -2.15148
C 3.22910 0.14243 -2.75696
C 4.51296 0.65428 -2.85853
C 5.58904 -0.06941 -2.35625
C 5.38751 -1.30903 -1.76591
C 4.10509 -1.83288 -1.66545
C 1.05362 -3.54351 -0.85414
C 0.42624 -4.70164 -1.30819
C 0.50448 -5.86181 -0.55028
C 1.21050 -5.86348 0.64550
C 1.83900 -4.70717 1.09274
C 1.76400 -3.54104 0.34498
C 0.57827 -2.46665 -4.06794
C -0.69053 -2.97603 -4.33829
C -1.00561 -3.35790 -5.63155
C -0.06321 -3.22280 -6.64487
C 1.19368 -2.70389 -6.37234
C 1.52229 -2.32195 -5.07900
H 2.39201 0.69728 -3.16623
H 4.68289 1.60497 -3.34689
H 6.59117 0.32886 -2.44150
H 6.23027 -1.87664 -1.39543
H 3.96176 -2.81114 -1.22277
H -0.09785 -4.72158 -2.25592
H 0.02932 -6.76692 -0.90388
H 1.28636 -6.77372 1.22547
H 2.39906 -4.71931 2.01825
H 2.24669 -2.64106 0.70777
H -1.44063 -3.05869 -3.55939
H -1.98449 -3.76063 -5.85314
H -0.31426 -3.52213 -7.65341
H 1.92186 -2.59968 -7.16494
H 2.51151 -1.93029 -4.87283